[1]
{"formula": "C18H27F2O14Zr", "method": "the ωB97M-V functional and the def2-TZVPD basis", "symbols": ["Zr", "F", "F", "C", "C", "O", "O", "H", "H", "H", "C", "C", "C", "O", "C", "O", "O", "H", "H", "H", "H", "H", "H", "C", "C", "C", "O", "C", "O", "O", "H", "H", "H", "H", "H", "H", "C", "C", "C", "O", "C", "O", "O", "H", "H", "H", "H", "H", "H", "C", "C", "C", "O", "C", "O", "O", "H", "H", "H", "H", "H", "H"], "coordinates": [[-1.30205, 0.01300, -0.03614], [-2.80507, 0.76026, 0.76295], [-0.33566, 1.68542, -0.52533], [-3.27904, -3.48860, 0.87897], [-2.43321, -2.28915, 0.58982], [-1.76888, -1.71480, 1.51059], [-2.23924, -1.92925, -0.63876], [-3.03785, -3.77670, 1.88931], [-2.95033, -4.21429, 0.09410], [-4.35854, -3.30982, 0.84261], [4.27885, -1.70210, 2.28556], [3.09819, -0.91572, 2.74968], [3.12312, 0.53325, 2.27779], [2.23440, 0.47319, 1.11007], [1.48427, -0.61386, 1.20696], [0.59179, -0.93211, 0.41516], [1.90148, -1.43816, 2.12512], [5.17171, -1.33027, 2.79744], [4.40912, -1.55959, 1.20587], [4.26039, -2.82317, 2.44103], [2.77426, -1.09919, 3.79918], [4.05954, 0.92578, 2.01044], [2.65581, 1.05258, 3.11700], [3.50881, -1.10814, -2.85074], [2.63895, 0.06502, -3.12233], [2.02639, 0.01927, -4.53696], [0.85037, -0.68686, -4.17246], [0.52060, -0.53972, -2.91770], [-0.58317, -0.84792, -2.33753], [1.53095, 0.00306, -2.25218], [4.45689, -0.86261, -3.26896], [3.06765, -2.00868, -3.29001], [3.60129, -1.26034, -1.79639], [3.17648, 0.97052, -2.85542], [2.61994, -0.48317, -5.28099], [1.74569, 1.01506, -4.91542], [-1.36332, -0.95495, 6.37321], [-1.77909, -0.83431, 4.90459], [-2.96888, 0.07779, 4.51840], [-2.50902, 0.49413, 3.28213], [-1.26681, 0.38849, 3.09946], [-0.61218, 0.74774, 2.09747], [-0.69940, -0.23623, 4.10929], [-2.08586, -1.49836, 6.98061], [-1.29685, 0.10681, 6.64231], [-0.36951, -1.38526, 6.52455], [-1.95798, -1.79390, 4.42912], [-3.04827, 0.96259, 5.13791], [-3.92538, -0.40650, 4.33694], [-0.82367, 2.77598, -5.41204], [-1.05660, 3.12710, -3.92859], [-2.33769, 3.80532, -3.61085], [-3.11372, 2.83822, -2.91917], [-2.32086, 1.82502, -2.61412], [-2.59770, 0.98063, -1.77620], [-1.14040, 1.87191, -3.19537], [-0.48975, 3.68055, -5.86678], [-1.70669, 2.43997, -5.96200], [-0.05379, 1.98220, -5.45877], [-0.20788, 3.62808, -3.50291], [-2.85596, 4.18054, -4.54844], [-2.10662, 4.61425, -2.95310]], "nbo_charge": [2.47, -0.62, -0.69, -0.72, 0.80, -0.75, -0.73, 0.23, 0.25, 0.25, -0.65, 0.06, -0.10, -0.44, 1.07, -0.69, -0.44, 0.23, 0.22, 0.25, 0.22, 0.22, 0.21, -0.63, 0.06, -0.08, -0.47, 1.03, -0.64, -0.46, 0.22, 0.22, 0.22, 0.21, 0.22, 0.19, -0.63, 0.07, -0.09, -0.43, 1.06, -0.70, -0.48, 0.24, 0.21, 0.24, 0.20, 0.20, 0.23, -0.62, 0.06, -0.10, -0.44, 1.04, -0.63, -0.46, 0.22, 0.23, 0.21, 0.20, 0.21, 0.20], "lumo_energy_ev": -1.650, "e_homo_ev": -12.8, "total_charge": 1, "e_tot_ha": -2002.34775, "max_force_ev_per_a": 4.93}



[2]
{"formula": "C9H11ClS", "method": "the ωB97M-V functional and the def2-TZVPD basis", "symbols": ["C", "C", "C", "C", "C", "C", "C", "C", "C", "S", "Cl", "H", "H", "H", "H", "H", "H", "H", "H", "H", "H", "H"], "coordinates": [[0.55238, 0.80033, -3.20544], [0.06452, 1.05740, -1.89603], [0.31846, -0.50189, -3.57083], [-0.53872, -0.00535, -1.36431], [-1.24347, 0.81314, 1.30388], [-1.07869, -0.30317, 0.38026], [-0.03506, -0.14525, 1.44163], [1.34587, 0.30075, 1.20247], [-0.18698, -1.12846, 2.57637], [-0.52970, -1.38325, -2.35296], [-2.25892, -1.53907, 0.32418], [1.20125, 1.42353, -3.64071], [0.37447, 1.84007, -1.26402], [0.40751, -1.00590, -4.53402], [-0.95387, 1.82554, 0.97780], [-2.07449, 0.78288, 1.93725], [1.57628, 0.18661, 0.13328], [2.19608, -0.36489, 1.73433], [1.49573, 1.40617, 1.31110], [0.54698, -1.88359, 2.47412], [-1.14024, -1.51702, 2.48660], [-0.03941, -0.65858, 3.54504]], "nbo_charge": [-0.25, -0.32, -0.42, -0.18, -0.44, -0.02, -0.08, -0.62, -0.59, 0.46, 0.02, 0.21, 0.22, 0.24, 0.22, 0.23, 0.23, 0.23, 0.22, 0.21, 0.21, 0.21], "lumo_energy_ev": 0.813, "e_above_lowest_kcal_mol": 26.1, "e_homo_ev": -8.9, "e_tot_ha": -1207.80979, "max_force_ev_per_a": 5.97, "smiles": "CC1(C)C[C@@]1(Cl)c1cccs1"}



[3]
{"formula": "C36H30BrEuF4N9O4PS", "method": "the ωB97M-V functional and the def2-TZVPD basis", "symbols": ["Eu", "O", "S", "O", "N", "C", "C", "C", "C", "C", "C", "C", "C", "N", "C", "C", "C", "C", "C", "C", "C", "H", "H", "H", "H", "H", "H", "H", "H", "H", "H", "H", "F", "C", "C", "F", "C", "F", "C", "P", "C", "C", "C", "C", "C", "C", "C", "C", "C", "C", "C", "C", "C", "Br", "C", "F", "H", "H", "H", "H", "H", "H", "H", "H", "H", "H", "C", "O", "C", "O", "N", "N", "H", "H", "H", "H", "H", "H", "N", "N", "N", "C", "N", "N", "H", "H", "H"], "coordinates": [[0.19153, 0.96515, -0.53008], [-0.22397, -0.25180, 3.47160], [-0.03470, 0.79733, 2.54705], [1.17656, 0.78377, 1.65403], [-1.06171, 1.01737, 1.32802], [-2.45689, 0.74538, 1.33619], [-3.34632, 0.97949, 2.36852], [-4.68445, 0.49914, 2.28838], [-5.18340, -0.00833, 1.16186], [-4.38375, -0.17995, 0.05002], [-4.84607, -0.68672, -1.20414], [-3.93383, -0.80894, -2.21923], [-2.62549, -0.42700, -2.04222], [-2.15471, -0.04276, -0.92085], [-3.03121, 0.11513, 0.10884], [0.08738, 2.24304, 3.49319], [1.00576, 2.17813, 4.51072], [1.23726, 3.31586, 5.26290], [0.61495, 4.49024, 4.86207], [-0.32181, 4.61808, 3.82854], [-0.59220, 3.40814, 3.13185], [-3.05034, 1.53565, 3.28550], [-5.10971, 0.66365, 3.24139], [-6.14191, -0.46279, 0.99430], [-5.83010, -0.90489, -1.48983], [-4.26152, -1.17712, -3.18431], [-1.88808, -0.38568, -2.90271], [1.73746, 1.34161, 4.59919], [1.99207, 3.31231, 6.02708], [0.85726, 5.41683, 5.36354], [-0.63902, 5.63019, 3.48830], [-1.24054, 3.45953, 2.27010], [-2.16053, -3.60707, -5.59221], [-1.36687, -3.28627, -4.57697], [-1.21508, -4.15772, -3.55377], [-1.82655, -5.34057, -3.50760], [-0.45473, -3.75787, -2.45868], [-0.58358, -4.56099, -1.37547], [0.24533, -2.57290, -2.31926], [1.04170, -1.96346, -0.81283], [2.81217, -2.14386, -1.17697], [3.65035, -1.36262, -0.41858], [5.08260, -1.50751, -0.52296], [5.60045, -2.32979, -1.42795], [4.74228, -3.05803, -2.26914], [3.37835, -2.99188, -2.18553], [0.69069, -3.08097, 0.55491], [1.65638, -3.91966, 1.02548], [1.34928, -4.62299, 2.14478], [0.06647, -4.61047, 2.75073], [-0.95100, -3.80289, 2.17354], [-0.53840, -2.97086, 1.16294], [0.12511, -1.77541, -3.46383], [1.15655, -0.15997, -3.47072], [-0.71642, -2.06610, -4.51204], [-0.77826, -1.34761, -5.62935], [3.15573, -0.61983, 0.22303], [5.77435, -0.89563, 0.10576], [6.63550, -2.26923, -1.68942], [5.13642, -3.58353, -3.18285], [2.62332, -3.36028, -2.93443], [2.70302, -3.95592, 0.64877], [2.15089, -5.28548, 2.49670], [-0.08136, -5.22574, 3.62817], [-1.93266, -3.64846, 2.61595], [-1.11667, -2.22417, 0.67993], [4.95126, 1.66556, -1.85824], [4.36854, 2.69298, -1.04332], [3.10648, 2.49560, -0.73835], [2.46607, 1.52665, -1.09233], [2.59115, 3.49765, 0.04440], [1.19194, 3.43458, 0.25645], [5.44751, 0.92986, -1.17871], [5.67643, 2.21701, -2.39117], [4.25375, 1.05194, -2.49353], [3.14998, 4.06530, 0.64841], [0.75925, 4.38438, 0.01426], [0.98738, 3.18555, 1.22842], [-3.86909, 3.95187, 0.15892], [-3.05561, 3.34243, -0.79087], [-3.46020, 3.10171, -2.00514], [-2.36550, 2.68742, -2.56691], [-1.27227, 2.74557, -1.76006], [-1.76319, 3.11140, -0.56221], [-4.69327, 4.20031, -0.38073], [-4.13170, 3.18409, 0.78138], [-2.25229, 2.41385, -3.58060]], "lowdin_spin": [6.07, 0.00, 0.00, -0.01, -0.02, 0.00, 0.00, 0.00, 0.00, 0.00, 0.00, 0.00, 0.00, -0.01, 0.00, 0.00, 0.00, 0.00, 0.00, 0.00, 0.00, 0.00, 0.00, 0.00, 0.00, 0.00, 0.00, 0.00, 0.00, 0.00, 0.00, 0.00, 0.00, 0.00, 0.00, 0.00, 0.00, 0.00, 0.00, -0.01, 0.00, 0.00, 0.00, 0.00, 0.00, 0.00, 0.00, 0.00, 0.00, 0.00, 0.00, 0.00, 0.00, 0.00, 0.00, 0.00, 0.00, 0.00, 0.00, 0.00, 0.00, 0.00, 0.00, 0.00, 0.00, 0.00, 0.00, 0.00, 0.00, -0.01, 0.00, 0.00, 0.00, 0.00, 0.00, 0.00, 0.00, 0.00, 0.00, 0.00, 0.00, 0.00, -0.01, 0.00, 0.00, 0.00, 0.00], "lumo_energy_ev": [-6.653, -5.437], "s_squared": 12.013, "e_above_lowest_kcal_mol": 43.4, "e_homo_ev": [-13.4, -13.4], "total_charge": 2, "e_tot_ha": -6606.41845, "max_force_ev_per_a": 3.74, "multiplicity": 7}